C25H39NO9S | ωB97M-V/def2-TZVPD

XYZ file:
```
75
Properties=species:S:1:pos:R:3:forces:R:3
C 7.285901 0.130344 2.007401 -0.02 0.08 -0.86
C 7.584415 1.717083 1.893164 -0.09 -1.04 1.81
O 6.483729 2.420865 1.274731 1.12 -1.31 -0.65
C 6.340167 2.072177 -0.131232 -0.20 0.71 -0.83
C 4.821103 1.648005 -0.517275 1.00 1.42 -1.03
O 4.693175 0.261761 -0.911178 -1.01 0.61 1.80
C 4.100573 -0.556943 0.120932 -0.51 -1.70 0.37
C 3.032483 -1.616866 -0.498287 1.62 0.72 0.71
O 1.699862 -1.099151 -0.278825 0.04 -1.04 -1.69
C 0.755197 -1.902198 -1.053131 -0.83 -1.58 1.01
C -0.776972 -1.415900 -0.837127 0.62 0.10 0.71
C -1.692039 -2.526222 -0.102836 -0.58 -0.28 0.29
C -1.212373 -2.683750 1.451255 -0.88 1.12 0.05
C -2.514216 -2.772822 2.416326 -0.03 -2.72 1.06
O -2.686472 -3.846226 3.050952 0.22 3.83 -1.92
C -3.559506 -1.551729 2.562549 -2.23 3.33 0.69
C -4.744875 -1.327257 1.583737 0.59 1.28 1.47
C -5.759215 -0.163305 1.644770 3.09 -0.37 2.51
C -5.602501 0.886979 2.769360 2.34 -3.50 -0.50
C -4.458942 0.681226 3.801454 -0.34 -1.70 -2.27
C -3.437133 -0.505269 3.732846 -2.75 0.52 -2.58
C -1.717872 -3.961553 -0.851181 0.85 -0.73 2.60
O -1.295305 -3.932965 -2.233055 -1.58 1.92 0.10
S -2.339360 -2.968164 -3.197942 -2.73 -1.23 0.96
O -3.682929 -2.976049 -2.461844 3.83 0.50 -1.57
O -1.682827 -1.450402 -3.287187 -0.28 -1.23 1.33
C -1.442512 -0.691790 -2.102928 1.20 2.81 2.46
C -2.754721 0.084636 -1.499067 -0.73 -0.83 -0.79
C -3.019469 1.541508 -2.080828 -0.80 0.45 0.00
C -2.394229 2.785872 -1.304014 -0.23 1.73 0.35
C -3.533364 3.958351 -1.247431 0.03 -0.82 1.19
C -1.929810 2.550108 0.204082 0.48 -0.73 0.52
C -0.308749 0.371506 -2.618166 -0.24 -1.03 -1.78
O 0.276124 1.166345 -1.560071 -1.02 -0.51 -0.83
N 1.501574 1.554274 -2.044149 0.83 1.76 0.72
O 1.862170 2.555732 -1.515829 -0.25 -1.35 -0.48
H 6.224586 -0.071677 2.391012 1.55 0.53 -0.38
H 8.037417 -0.419857 2.683257 -1.06 0.97 -1.10
H 7.324789 -0.316497 0.941464 0.06 0.47 1.77
H 8.603114 1.908362 1.412906 -1.43 -0.20 0.26
H 7.666793 2.093573 2.982274 -0.26 -0.28 -1.81
H 7.112983 1.291975 -0.477525 -1.38 0.95 0.61
H 6.591902 3.032376 -0.724128 -0.46 -1.40 0.86
H 4.567020 2.278259 -1.454901 0.33 -1.16 1.43
H 4.095539 1.989653 0.294298 1.01 -0.74 -0.89
H 3.537321 0.017820 0.930933 0.81 -0.42 -1.19
H 4.918045 -1.176919 0.648207 -1.09 0.96 -0.82
H 3.197727 -2.615703 0.057327 -0.51 1.32 -0.89
H 3.303550 -1.738353 -1.602578 -0.62 0.10 1.33
H 1.049427 -2.017347 -2.149874 -0.33 0.39 1.40
H 0.804117 -2.960027 -0.586434 0.02 1.35 -0.91
H -0.684733 -0.589200 -0.028097 -0.15 -1.14 -1.61
H -2.802297 -2.211837 -0.020977 1.97 -0.01 -0.54
H -0.676137 -1.713208 1.781127 -0.65 -1.54 -0.64
H -0.526213 -3.583415 1.613837 -1.17 1.24 -0.04
H -4.856950 -2.087498 0.729766 0.10 1.29 1.43
H -6.559508 -0.118780 0.825193 1.33 0.04 1.55
H -6.331845 1.755140 2.833164 1.23 -1.27 0.04
H -4.376940 1.481442 4.626720 0.03 -1.62 -1.40
H -2.627582 -0.577299 4.538247 -1.33 0.05 -1.43
H -0.925946 -4.598186 -0.291744 -1.11 0.85 -1.31
H -2.707696 -4.532777 -0.672674 1.44 1.23 -0.66
H -3.704588 -0.523624 -1.767855 1.76 0.73 0.29
H -2.718408 0.019383 -0.345086 0.02 0.54 -1.96
H -4.169782 1.692983 -2.057098 1.83 -0.31 0.07
H -2.757833 1.648554 -3.203874 -0.35 -0.46 1.81
H -1.503667 3.283216 -1.852428 -1.30 -1.26 0.67
H -4.204845 3.660859 -0.350056 0.80 0.53 -1.54
H -3.085783 4.976003 -0.959679 -0.64 -1.45 -0.75
H -4.191836 3.983101 -2.177643 1.10 0.22 1.12
H -2.803536 2.507241 0.963054 1.23 0.21 -1.35
H -1.183383 3.365108 0.532160 -1.31 -1.14 -0.53
H -1.367264 1.549351 0.352112 -0.80 1.67 -0.40
H 0.565590 -0.179800 -3.142122 -1.56 0.59 0.97
H -0.724233 1.059395 -3.452260 0.37 -1.02 1.58
```
Positions in Å, forces in eV/Å.

---

C25H39OZr | ωB97M-V/def2-TZVPD

XYZ file:
```
66
Properties=species:S:1:pos:R:3:forces:R:3
C -0.422030 2.265109 1.695890 -1.83 -0.16 -1.40
C -1.051445 1.138899 2.308629 -1.16 0.86 -1.11
C -2.165397 0.785008 1.466453 0.02 0.18 -0.01
C -2.179863 1.598691 0.268847 0.50 -0.02 1.95
C -1.103879 2.518611 0.404803 0.19 0.67 1.50
Zr -0.114939 0.349809 0.107528 1.08 -1.53 -2.54
C 0.566734 -1.360157 -2.802497 2.22 -0.19 -0.29
C 1.050517 -0.113488 -2.049791 -1.46 -1.47 0.89
H 2.099510 -0.003438 -2.121907 1.00 0.23 0.18
C 0.231761 1.021522 -2.000727 -0.31 1.23 0.93
H -0.625537 1.112686 -2.618395 -0.79 0.31 -0.47
H 0.666163 1.973210 -1.768902 0.56 0.70 -0.42
C 1.845831 -1.987102 -3.359924 0.25 -0.46 -0.72
H 2.570217 -2.244518 -2.566759 -0.45 0.12 -0.18
H 1.696851 -2.877055 -3.992022 -0.06 0.27 0.23
H 2.292986 -1.214191 -3.972843 0.33 -0.06 -0.30
C -0.500234 -1.154666 -3.863058 -1.08 -0.68 -0.88
H -1.248137 -0.462009 -3.505784 -0.15 0.36 -0.15
H -0.045478 -0.830950 -4.783509 0.04 0.37 -0.43
H -1.077697 -2.099917 -4.060488 0.70 0.86 -0.18
C -0.837674 0.645311 3.701335 0.08 -0.07 -0.07
H 0.223075 0.557989 3.917331 0.06 -0.04 0.17
H -1.272103 1.320263 4.444036 0.00 0.03 -0.07
H -1.286029 -0.334564 3.842086 -0.03 -0.09 0.04
C -3.300218 -0.087768 1.920056 -0.49 -0.55 0.27
H -3.053616 -1.167016 1.899797 -0.26 0.49 0.17
H -3.588992 0.137182 2.973855 0.22 -0.01 -0.76
H -4.201855 0.076265 1.287458 0.61 -0.18 0.41
C -3.184935 1.505760 -0.831121 0.31 -0.10 0.05
H -3.208269 0.508741 -1.261479 -0.03 -0.18 -0.21
H -4.185203 1.715233 -0.478755 -0.30 0.14 0.20
H -2.952151 2.213083 -1.611465 0.04 0.18 -0.31
C -0.892904 3.763670 -0.411911 0.04 0.30 -0.34
H -1.035607 3.585157 -1.491218 0.07 0.05 0.41
H -1.619093 4.545933 -0.114758 0.32 -0.35 -0.09
H 0.116570 4.197702 -0.279292 -0.46 -0.30 -0.07
C 0.311215 3.307878 2.464927 0.71 -0.13 -0.10
H 0.884303 3.989664 1.834733 -0.02 0.00 0.03
H -0.428768 3.893874 3.001783 -0.07 0.21 0.12
H 0.987090 2.881644 3.207405 -0.01 0.06 0.01
C -0.628551 -1.805685 -0.694624 -2.86 1.13 -0.69
C -0.202815 -2.283258 -2.037852 -0.23 -1.89 4.24
C -2.007949 -2.252821 -0.331831 0.59 -2.17 -0.81
C -0.499792 -3.650911 -2.278775 0.60 0.58 -1.83
H 0.140697 -2.276417 -0.064752 0.06 0.35 0.38
C -2.371358 -3.515924 -0.780399 -1.78 0.98 1.20
H -2.751789 -1.588641 0.150219 0.93 -0.92 0.28
C -1.606527 -4.231557 -1.724819 0.20 0.12 0.35
H 0.078599 -4.134842 -3.073995 -0.53 -0.03 0.14
H -3.285457 -3.988535 -0.353811 0.47 0.55 -0.83
H -1.990927 -5.181668 -2.092658 0.41 -0.01 0.29
C 3.028235 1.114051 2.880678 0.23 0.16 -0.33
C 2.724145 1.225715 1.405716 -0.58 -0.19 -0.45
O 1.809752 0.140634 0.971551 2.01 0.22 1.09
C 2.396917 -1.197570 1.173293 -0.27 0.45 -0.27
C 3.726778 -1.324728 0.458551 -0.06 -0.13 0.13
H 2.123704 0.965755 3.462001 -0.04 0.01 0.00
H 3.498363 2.040038 3.200161 0.07 0.09 0.11
H 3.720058 0.306022 3.082396 0.15 -0.15 0.14
H 2.189386 2.158903 1.176051 0.15 -0.40 0.04
H 3.607361 1.165795 0.753479 -0.23 0.11 0.35
H 2.489969 -1.326219 2.254650 -0.01 -0.16 -0.16
H 1.653890 -1.914551 0.801326 0.31 0.33 0.10
H 4.505693 -0.825562 1.031935 0.14 -0.04 -0.10
H 3.992119 -2.379311 0.383652 0.02 0.00 0.04
H 3.698729 -0.910773 -0.552493 -0.14 -0.04 0.13
```
Positions in Å, forces in eV/Å.

Values from the calculation:
Total charge: +1

---

C25H40AsCuNP | ωB97M-V/def2-TZVPD

XYZ file:
```
69
Properties=species:S:1:pos:R:3:forces:R:3
Cu 0.394223 -0.125135 -0.509744 -0.06 -0.14 -0.18
C -2.397210 -2.612721 0.856835 0.00 0.02 0.05
C -1.869890 -3.105697 -0.487613 -0.04 -0.13 -0.10
C -0.948297 -4.306924 -0.297147 0.02 0.02 0.00
P -1.048393 -1.699463 -1.344961 0.15 0.52 0.19
C -0.562165 -2.288547 -3.027167 -0.17 -0.19 -0.02
C 0.830513 -2.912151 -3.021137 0.13 0.03 -0.02
C -0.583097 -1.127843 -4.016470 0.01 0.08 -0.06
C -2.415922 -0.545436 -1.643116 -0.01 -0.12 -0.06
C -3.640324 -0.973968 -2.150251 -0.11 0.05 -0.01
C -4.690175 -0.106520 -2.404745 0.11 -0.02 0.04
C -5.994693 -0.586709 -2.972173 -0.09 -0.04 -0.05
C -4.468485 1.242773 -2.116376 -0.06 0.00 -0.03
C -3.270991 1.703202 -1.619840 -0.01 0.07 0.00
C -2.186163 0.829451 -1.375609 -0.08 -0.11 0.04
N -0.994007 1.233216 -0.870144 0.17 -0.04 -0.02
C -0.691907 2.594597 -0.747243 0.00 0.03 0.18
C -0.517769 3.434762 -1.855253 0.03 0.03 0.01
C -0.700892 2.922543 -3.253830 -0.03 -0.06 -0.03
C -0.118616 4.754221 -1.654656 0.03 0.03 0.01
C 0.127469 5.271810 -0.392952 -0.02 -0.08 0.00
C 0.568826 6.693900 -0.199108 0.03 0.11 -0.01
C -0.047154 4.424588 0.698379 0.01 0.02 -0.05
C -0.454765 3.109662 0.542971 -0.04 0.02 -0.05
C -0.668292 2.236330 1.745982 0.05 -0.10 0.06
H -2.971293 -3.402180 1.345382 -0.01 -0.01 0.01
H -3.037830 -1.737786 0.748701 -0.01 0.00 -0.02
H -1.566612 -2.348000 1.515091 0.02 0.02 0.01
H -2.716115 -3.413464 -1.112913 0.03 0.03 0.05
H -0.018680 -4.013730 0.195178 0.03 0.01 0.02
H -0.697126 -4.790467 -1.239289 0.02 -0.01 -0.07
H -1.438647 -5.050161 0.333482 -0.01 -0.03 0.01
H -1.304483 -3.036548 -3.335050 0.05 0.01 -0.03
H 1.575041 -2.158044 -2.745945 -0.06 -0.01 0.00
H 1.077493 -3.273168 -4.021284 0.02 -0.04 -0.02
H 0.940898 -3.740993 -2.326340 -0.05 -0.06 0.06
H 0.110818 -0.344790 -3.696331 0.00 0.00 0.02
H -1.568974 -0.677231 -4.115640 0.00 -0.02 0.01
H -0.255671 -1.476213 -4.997967 0.01 0.00 -0.03
H -3.790504 -2.029413 -2.359828 0.02 -0.02 -0.01
H -6.033495 -1.676046 -2.983991 -0.01 -0.02 -0.01
H -6.140491 -0.242352 -3.998691 -0.01 0.01 -0.01
H -6.847826 -0.233807 -2.389563 0.01 0.02 0.02
H -5.268288 1.956925 -2.283056 -0.03 0.01 -0.01
H -3.155653 2.757138 -1.398288 0.02 0.00 0.00
H -0.389972 1.879905 -3.325814 0.03 -0.02 0.01
H -0.119766 3.516065 -3.959164 0.01 0.02 -0.02
H -1.746203 2.954219 -3.568259 -0.04 0.00 0.02
H 0.020385 5.388361 -2.524502 0.01 0.03 -0.01
H 0.621552 7.222342 -1.150587 0.00 0.00 -0.01
H 1.555300 6.746117 0.265368 0.02 0.00 0.01
H -0.121810 7.240123 0.445642 -0.01 0.00 0.02
H 0.121877 4.803461 1.701204 0.02 0.03 0.03
H -0.534354 2.807399 2.665031 -0.01 0.01 0.01
H 0.030387 1.391896 1.768224 -0.01 0.03 -0.03
H -1.667455 1.799086 1.743828 -0.02 0.00 -0.02
C 4.150319 -0.443934 -0.578955 0.03 0.04 -0.02
As 2.576502 0.675904 -0.356583 -0.15 -0.02 0.10
C 2.873953 2.033774 -1.713207 0.02 -0.08 0.01
C 3.051615 1.687220 1.234725 0.04 -0.04 -0.04
H 5.055833 0.162222 -0.546635 0.00 -0.02 0.00
H 4.089916 -0.957617 -1.537893 0.00 0.01 0.01
H 4.180192 -1.191410 0.211930 0.00 0.01 0.01
H 3.873457 2.457700 -1.618746 0.00 0.01 -0.01
H 2.119675 2.810066 -1.585829 0.00 0.03 0.00
H 2.754355 1.587638 -2.700220 0.01 0.02 0.00
H 4.053178 2.102992 1.125485 0.00 0.01 0.03
H 3.012799 1.043378 2.112328 0.01 0.01 -0.01
H 2.329280 2.493880 1.350941 -0.01 0.02 0.00
```
Positions in Å, forces in eV/Å.

---

Here are the calculated E_tot numbers, same order: -2105.6137; -1097.9044; -5249.0167 (Ha).